Entry a
ORCA calculation (ωB97M-V with the def2-TZVPD basis set) on the molecule C3H5N3S2.

CARTESIAN COORDINATES (ANGSTROEM)
N 1.76115 1.52156 0.29019
N 0.60085 0.71229 -0.26501
C -0.72978 1.00976 -0.26943
C -1.37369 -0.17589 -0.07130
S -3.08016 -0.43550 0.20357
N -0.33109 -1.20442 -0.07706
C 0.87365 -0.58092 -0.16768
S 2.34714 -1.31344 0.08556
H 2.55588 1.18592 -0.37068
H 2.05864 1.20412 1.36073
H -0.92396 2.12061 -0.29147
H -3.24880 -1.80659 -0.31080
H -0.50983 -2.23747 -0.11661

LUMO energy	0.2	eV
Kohn-Sham gap	8.14	eV
multiplicity	1
molecular weight	147.23	g/mol

---

Entry b
ORCA calculation (ωB97M-V with the def2-TZVPD basis set) on the molecule C3H5N3S2.

CARTESIAN COORDINATES (ANGSTROEM)
N 1.14054 -1.57400 -1.78102
N 0.30766 -0.79310 -0.81872
N -1.01893 -0.34138 -1.00443
C -1.10206 0.55188 0.00028
S -2.69703 1.14922 0.57830
C 0.01855 0.93221 0.67232
C 0.91920 -0.08648 0.13235
S 2.58117 -0.37699 0.73231
H 1.72088 -0.77761 -2.16477
H 1.90377 -1.94602 -0.90014
H -1.73655 -1.19091 -1.16916
H -2.34662 0.81509 1.89033
H 0.29326 1.31731 1.77339

LUMO energy	0.0	eV
Kohn-Sham gap	8.11	eV
multiplicity	1
molecular weight	147.23	g/mol

---

Entry c
ORCA calculation (ωB97M-V with the def2-TZVPD basis set) on a cluster of 2 separate species, C3H5N3S2 in total.

CARTESIAN COORDINATES (ANGSTROEM)
C -1.35183 -0.42440 2.15744
C 0.05394 1.09047 2.05066
C 0.74102 0.90848 -1.59508
N -0.84344 -0.29785 3.38262
N -0.02755 0.77979 3.32130
N -0.77659 0.40050 1.27330
S -1.00804 1.18572 -1.00134
S -2.07328 0.74629 -2.55745
H -1.94846 -1.22095 1.79360
H 0.54024 1.92236 1.68062
H 0.60040 0.99407 -2.77748
H 0.83517 -0.11332 -1.38464
H 1.52603 1.55877 -1.18857

LUMO energy (spin up / spin down)	-3.4 / -3.1	eV
Kohn-Sham gap (spin up / spin down)	5.59 / 5.86	eV
multiplicity	1
molecular weight	147.23	g/mol

---

The structure with the greatest stability is entry a.

---

Entry a
ORCA calculation (ωB97M-V with the def2-TZVPD basis set) on the molecule C7H7NO3.

CARTESIAN COORDINATES (ANGSTROEM)
C 1.00195 -0.48645 -3.45317
C 0.45136 -0.31427 -2.02162
C -0.88067 0.03135 -1.79913
C -1.30699 0.23293 -0.49676
C -0.40392 0.20707 0.57489
C -1.09839 0.41728 1.96327
O -2.15034 1.05217 2.04646
O -0.18704 0.09009 2.97595
C 0.84985 -0.35626 0.18778
O 1.91525 -0.20835 1.15222
N 1.30961 -0.56026 -1.06446
H 1.02291 0.40058 -4.13229
H 0.30883 -1.28196 -3.98719
H 2.05526 -0.82529 -3.75807
H -1.71148 0.29349 -2.59328
H -2.32781 0.30638 -0.28338
H 0.52291 -0.48381 2.48038
H 2.66005 -0.34875 0.59640

LUMO energy	0.0	eV
Kohn-Sham gap	9.67	eV
multiplicity	1
molecular weight	153.14	g/mol

---

Entry b
ORCA calculation (ωB97M-V with the def2-TZVPD basis set) on the molecule C7H7NO3.

CARTESIAN COORDINATES (ANGSTROEM)
N -0.01621 -2.15907 0.07466
C 0.19157 -0.85763 0.08617
C 1.52666 -0.28916 0.04777
O 2.55740 -1.31473 0.11386
C 1.82471 1.00697 -0.02591
C 0.74647 1.90479 -0.14014
C -0.47001 1.44015 -0.05167
C -0.87967 0.06666 0.05053
C -2.28145 -0.44424 -0.03447
O -2.56894 -1.53265 -0.27413
O -3.23597 0.55761 0.25854
H 0.88280 -2.79267 -0.05748
H -0.85104 -2.58703 -0.18349
H 3.34057 -1.07928 0.07777
H 2.86293 1.42764 -0.13574
H 0.80368 3.16525 -0.13517
H -1.33858 2.08271 -0.16103
H -3.09492 1.40467 0.48994

LUMO energy	0.7	eV
Kohn-Sham gap	8.87	eV
multiplicity	1
molecular weight	153.14	g/mol

---

The structure with the greatest stability is entry a.

---

Entry a
ORCA calculation (ωB97M-V with the def2-TZVPD basis set) on the molecule C27H31N3O4S.

CARTESIAN COORDINATES (ANGSTROEM)
C -0.07433 5.07619 0.95088
O -0.31513 4.06389 1.89879
C -0.09347 2.77069 1.54717
C -0.44166 1.80906 2.49377
C -0.29536 0.47216 2.19378
C 0.20096 0.05101 0.96717
C 0.20226 -1.42418 0.63978
C 1.39613 -1.85446 -0.22318
O 1.29439 -2.47985 -1.25649
N 2.57269 -1.51727 0.33924
C 3.85232 -1.75474 -0.28881
C 4.80662 -2.50813 0.65584
C 5.72939 -1.43082 1.21954
C 5.94990 -0.51673 0.01796
C 4.56613 -0.42751 -0.62889
N -1.06133 -1.84100 0.03799
C -1.40594 -1.23941 -1.22748
C -2.00940 0.13631 -1.09669
C -2.63140 0.58581 0.06080
C -3.12411 1.87822 0.10791
C -2.96740 2.68391 -1.00784
N -2.38836 2.26733 -2.12197
C -1.93592 1.02765 -2.16294
C -1.80061 -2.75134 0.71194
O -1.47817 -3.15528 1.81455
C -3.06971 -3.28602 0.03912
C -4.17216 -2.28429 -0.00056
C -4.75708 -1.69092 -1.07633
C -5.77087 -0.77095 -0.72400
C -5.94558 -0.67913 0.61642
S -4.88056 -1.71870 1.48003
C 0.59513 1.02131 0.03540
O 1.11110 0.56484 -1.13847
C 1.52179 1.48542 -2.12042
C 0.44734 2.37180 0.33019
H -0.66081 4.91933 0.03996
H 0.98814 5.14479 0.69498
H -0.38700 6.00419 1.42672
H -0.84032 2.13271 3.44076
H -0.59428 -0.27331 2.91574
H 0.26275 -1.99339 1.57795
H 2.56896 -0.96988 1.18613
H 3.62845 -2.33942 -1.18360
H 4.25651 -3.04502 1.42689
H 5.39021 -3.23134 0.08643
H 6.65867 -1.84020 1.61188
H 5.22970 -0.88287 2.02045
H 6.65586 -0.98295 -0.67052
H 6.33935 0.46119 0.29740
H 4.00086 0.39881 -0.19430
H 4.62464 -0.26372 -1.70303
H -0.49175 -1.17419 -1.82350
H -2.09885 -1.88443 -1.76932
H -2.71347 -0.05692 0.92348
H -3.60785 2.25178 0.99654
H -3.31737 3.70818 -1.01813
H -1.47709 0.72787 -3.09749
H -2.84325 -3.64218 -0.96726
H -3.37512 -4.14208 0.64716
H -4.48850 -1.90426 -2.09630
H -6.33786 -0.20709 -1.44266
H -6.63735 -0.06757 1.16028
H 1.88099 0.87790 -2.94947
H 0.68955 2.10969 -2.45973
H 2.33738 2.12103 -1.76017
H 0.73121 3.10845 -0.40146

LUMO energy	0.6	eV
Kohn-Sham gap	8.81	eV
multiplicity	1
molecular weight	493.63	g/mol

---

Entry b
ORCA calculation (ωB97M-V with the def2-TZVPD basis set) on the molecule C27H31N3O4S.

CARTESIAN COORDINATES (ANGSTROEM)
C -1.08889 -5.31972 -2.12385
O -1.84977 -4.57191 -1.20962
C -1.30554 -3.43251 -0.69942
C -0.04412 -2.94672 -0.99075
C 0.41442 -1.76904 -0.41744
C -0.38792 -1.04747 0.44288
C 0.09719 0.21330 1.11608
C -1.01944 1.22061 1.47436
O -1.04199 1.76377 2.56281
N -1.89628 1.44047 0.48953
C -2.95709 2.41770 0.56956
C -2.67390 3.62760 -0.34841
C -3.94912 3.83154 -1.16518
C -4.49298 2.41510 -1.31930
C -4.28739 1.82052 0.07193
N 1.12970 0.93208 0.35998
C 2.19962 1.45604 1.19192
C 2.93667 0.35153 1.90495
C 3.60444 -0.64433 1.20134
C 4.26262 -1.64048 1.90084
C 4.23025 -1.60143 3.28699
N 3.60078 -0.66017 3.96734
C 2.97022 0.28452 3.29484
C 0.89927 1.26784 -0.92553
O -0.11797 0.93980 -1.51579
C 1.96984 2.07153 -1.66901
C 3.23525 1.30775 -1.86385
C 4.50601 1.66041 -1.52665
C 5.46622 0.68360 -1.87789
C 4.91093 -0.39765 -2.47749
S 3.20202 -0.24805 -2.63371
C -1.65115 -1.54371 0.76457
C -2.12035 -2.71868 0.20799
O -3.33846 -3.27062 0.46347
C -4.19036 -2.61954 1.37177
H -0.84351 -4.73612 -3.01752
H -1.71627 -6.16369 -2.40637
H -0.16454 -5.69331 -1.66992
H 0.60383 -3.47634 -1.67023
H 1.40443 -1.42258 -0.66534
H 0.56030 -0.07236 2.06899
H -1.69738 1.03185 -0.41882
H -3.01602 2.71387 1.62007
H -1.84623 3.37476 -1.01365
H -2.39531 4.51334 0.21957
H -4.66075 4.44209 -0.60702
H -3.75441 4.31568 -2.12078
H -5.53564 2.39401 -1.63236
H -3.89815 1.86834 -2.05225
H -4.24720 0.73216 0.05784
H -5.09977 2.12605 0.73185
H 2.90669 2.01090 0.57803
H 1.76291 2.13739 1.93351
H 3.61165 -0.63804 0.12246
H 4.78880 -2.42640 1.38185
H 4.72839 -2.35482 3.88258
H 2.46337 1.02871 3.89667
H 1.52832 2.30080 -2.64383
H 2.17057 3.01548 -1.15814
H 4.75890 2.59197 -1.05051
H 6.51900 0.78901 -1.68835
H 5.39490 -1.28119 -2.84296
H -2.25879 -0.99647 1.46706
H -3.74017 -2.54368 2.36705
H -5.08536 -3.23717 1.42760
H -4.46530 -1.61795 1.02364

LUMO energy	0.5	eV
Kohn-Sham gap	8.34	eV
multiplicity	1
molecular weight	493.63	g/mol

---

The structure with the greatest stability is entry a.